# 1
C4H2ClO2 as an isolated structure in a non-equilibrium geometry, computed with ωB97M-V with the def2-TZVPD basis set.

Results
ΔE to the lowest compared entry with this formula, charge and spin: 1.864 eV
calculated total energy: -764.2650 a.u.
net charge: -1
spin multiplicity: 1
lowest unoccupied orbital energy: 3.822 eV

XYZ file:
```
9
C4H2ClO2 (ωB97M-V with the def2-TZVPD basis set)
C -2.5099 -0.0724 -0.1097
C -1.0546 -1.3392 0.0644
C -1.5295 0.8678 0.1061
C -0.2619 -0.0742 0.0255
O -0.9184 -2.5155 0.2603
O -1.5225 2.0942 0.3039
Cl -4.2255 -0.0707 -0.0711
H 0.4350 0.0273 0.8667
H 0.2883 0.0532 -0.9075
```

***

# 2
One molecule with the formula C4H2ClP in a non-equilibrium geometry, computed with ωB97M-V with the def2-TZVPD basis set.

Results
ΔE to the lowest compared entry with this formula, charge and spin: 2.542 eV
SMILES: C#CC=C=PCl
calculated total energy: -954.9405 a.u.
net charge: 0
spin multiplicity: 1
lowest unoccupied orbital energy: -1.365 eV

XYZ file:
```
8
C4H2ClP (ωB97M-V with the def2-TZVPD basis set)
C -1.7383 -1.2805 -0.4540
C -0.6239 0.8218 0.1615
C -0.9804 -0.4445 0.2571
C 0.7246 0.9394 0.6575
P 2.3399 0.5594 0.8538
Cl 3.0290 -0.2049 -0.9720
H -1.7239 -2.3906 -0.5041
H -1.0270 2.0000 0.0002
```

***

# 3
C4H2CsO2 as an isolated structure in a non-equilibrium geometry, computed with ωB97M-V with the def2-TZVPD basis set.

Results
ΔE to the lowest compared entry with this formula, charge and spin: 1.110 eV
calculated total energy: -323.8794 a.u.
net charge: +1
spin multiplicity: 1
lowest unoccupied orbital energy: -3.677 eV

XYZ file:
```
9
C4H2CsO2 (ωB97M-V with the def2-TZVPD basis set)
H -1.0410 1.4590 -0.7485
O -0.7051 -3.2994 -0.7000
C -0.8216 -2.3307 -0.1196
C -1.0181 -1.1310 0.5246
C -0.5137 -0.0652 -0.1734
H -1.5291 -1.1428 1.4931
C -0.1574 1.2218 0.0561
O 0.9342 1.8076 0.0867
Cs 4.8518 3.4807 -0.4190
```

***

# 4
C4H2ErO2 as an isolated structure in a non-equilibrium geometry, computed with ωB97M-V with the def2-TZVPD basis set.

Results
ΔE to the lowest compared entry with this formula, charge and spin: 5.236 eV
calculated total energy: -1317.5026 a.u.
net charge: +3
spin multiplicity: 4
⟨S²⟩: 3.7978
lowest unoccupied orbital energy (alpha / beta): -15.805 / -16.413 eV

XYZ file:
```
9
C4H2ErO2 (ωB97M-V with the def2-TZVPD basis set)
O 0.0207 -2.0276 -1.5522
C 0.0083 -1.5298 -0.5386
C -0.7142 -0.5698 0.7943
C 0.2804 -1.4254 1.1420
H 1.2649 -1.2073 1.5626
H -0.8737 -1.2753 1.9900
O 0.1668 2.8786 -1.5020
C 0.6989 3.2142 -2.4471
Er -0.8522 1.9425 0.5510
```

***

# 5
C4H2EuO5 as an isolated structure in a non-equilibrium geometry, computed with ωB97M-V with the def2-TZVPD basis set.

Results
ΔE to the lowest compared entry with this formula, charge and spin: 2.783 eV
calculated total energy: -1239.3970 a.u.
net charge: +2
spin multiplicity: 8
⟨S²⟩: 15.7584
lowest unoccupied orbital energy (alpha / beta): -9.393 / -9.181 eV

XYZ file:
```
12
C4H2EuO5 (ωB97M-V with the def2-TZVPD basis set)
C 2.9699 -1.7996 2.1741
O 3.2904 -2.3115 3.1524
O 2.6674 -1.2491 1.1919
O 1.0250 1.1718 -0.8732
C -0.1626 1.3249 -0.6953
O -0.9912 0.2946 -0.7738
Eu 3.0742 -0.3369 -1.3471
H -0.6419 2.3123 -0.6066
O -3.0183 1.4693 -1.5023
C -2.5040 0.4926 -1.0609
C -2.6902 -0.1610 0.1683
H -3.0186 -1.2075 0.1724
```

***

# 6
C4H2F16K2N2O21S8 as an isolated structure in a non-equilibrium geometry, computed with ωB97M-V with the def2-TZVPD basis set.

Results
calculated total energy: -7826.5483 a.u.
net charge: -4
spin multiplicity: 1
lowest unoccupied orbital energy: 5.960 eV

XYZ file:
```
55
C4H2F16K2N2O21S8 (ωB97M-V with the def2-TZVPD basis set)
K 3.2218 2.7899 1.9829
K -4.0723 0.6165 0.8824
N -2.2398 -3.3034 3.1636
S -1.2356 -4.5712 3.5869
O -0.3049 -4.2818 4.6407
O -0.9250 -5.4164 2.4607
F -2.3212 -5.4671 4.3445
S -1.1728 -2.2879 2.7750
O -0.4185 -2.5561 1.5844
O -0.5632 -1.4823 3.8095
F -2.2725 -1.2340 2.1246
N 5.7234 0.7767 -2.1887
S 4.3500 0.2662 -1.4272
O 4.0414 1.1046 -0.2968
O 3.9206 -1.1005 -1.4007
F 3.3907 0.8226 -2.6127
S 6.7137 -0.0007 -1.3313
O 6.6725 -1.4448 -1.3103
O 7.0131 0.6609 -0.0587
F 8.0742 0.2625 -2.1548
C 0.0717 1.2227 -0.5987
F 0.7676 0.2176 -0.1226
F 0.8102 1.8955 -1.5062
F -0.9983 0.8063 -1.2656
S -0.4448 2.3525 0.8175
O 0.7531 2.6064 1.6221
O -0.7701 3.5922 0.1188
O -1.5790 1.7148 1.4996
C 3.4524 -1.2265 2.3911
F 2.5131 -1.9926 2.9515
F 4.3330 -1.9667 1.7377
F 2.7276 -0.4408 1.5825
S 4.2476 -0.1689 3.7774
O 5.0221 0.9085 3.1446
O 3.1023 0.3568 4.5350
O 5.1444 -1.0365 4.5249
C -5.7310 2.8844 -3.4642
F -6.5924 3.4656 -2.6044
F -6.3146 1.6863 -3.6690
F -5.5444 3.5641 -4.5853
S -4.1061 2.6779 -2.4543
O -3.1859 1.9210 -3.2731
O -3.7434 4.0700 -2.2015
O -4.5256 1.9036 -1.2746
C -3.3337 -2.5446 -0.9270
F -2.6825 -3.4095 -0.1721
F -4.6493 -2.6120 -0.6485
F -2.8881 -1.3036 -0.6689
S -3.0585 -3.0429 -2.7738
O -4.0668 -2.3217 -3.5411
O -1.6968 -2.5747 -2.9862
O -3.0934 -4.5140 -2.7572
O -0.6602 5.8789 -2.2563
H 0.2653 5.7616 -2.0264
H -1.1408 5.5145 -1.4993
```

***

# 7
One molecule with the formula C4H2F2 in a non-equilibrium geometry, computed with ωB97M-V with the def2-TZVPD basis set.

Results
ΔE to the lowest compared entry with this formula, charge and spin: 0.096 eV
SMILES: C#CC=C(F)F
calculated total energy: -353.2572 a.u.
net charge: 0
spin multiplicity: 1
lowest unoccupied orbital energy: 0.831 eV

XYZ file:
```
8
C4H2F2 (ωB97M-V with the def2-TZVPD basis set)
C 1.4001 0.1358 0.0428
C 0.3116 -0.6460 -0.0211
C -0.9744 -0.0692 -0.0423
C -2.1152 0.3367 -0.0118
H 0.3925 -1.7125 0.0324
H -3.0842 0.7774 0.0470
F 2.6511 -0.2920 -0.0271
F 1.4183 1.4699 -0.0199
```

***

# 8
One molecule with the formula C4H2F2O in a non-equilibrium geometry, computed with ωB97M-V with the def2-TZVPD basis set.

Results
ΔE to the lowest compared entry with this formula, charge and spin: 3.193 eV
calculated total energy: -428.4365 a.u.
net charge: 0
spin multiplicity: 1
lowest unoccupied orbital energy (alpha / beta): -1.877 / -1.879 eV

XYZ file:
```
9
C4H2F2O (ωB97M-V with the def2-TZVPD basis set)
C 0.7564 -0.4100 -0.0112
C -0.4264 -1.0338 0.0003
C 2.0278 -1.1323 -0.0538
C -1.2412 -1.9872 -0.4817
O 2.2266 -2.2603 -0.3250
F 3.1472 -0.3079 0.2042
F -2.1354 -2.4519 0.3444
H 0.7756 0.6110 0.1013
H -1.1552 -0.3160 0.4224
```

***

# 9
C4H2F2OS as an isolated structure in a non-equilibrium geometry, computed with ωB97M-V with the def2-TZVPD basis set.

Results
ΔE to the lowest compared entry with this formula, charge and spin: 1.899 eV
calculated total energy: -826.6626 a.u.
net charge: 0
spin multiplicity: 1
lowest unoccupied orbital energy: -0.837 eV

XYZ file:
```
10
C4H2F2OS (ωB97M-V with the def2-TZVPD basis set)
C 0.3271 -0.9513 -1.2212
C -0.0622 -0.1902 -0.2254
C -1.0412 -0.8171 0.7857
C 0.7377 1.1094 0.1434
H -1.8085 -1.5082 0.3261
H 2.0838 1.2062 -0.1361
O -1.1381 -0.6630 2.0289
F -0.2066 -2.1408 -1.3824
F 1.1083 -0.6000 -2.1453
S 0.0591 2.2105 1.1521
```

***

# 10
One molecule with the formula C4H2F3N3O2 in a non-equilibrium geometry, computed with ωB97M-V with the def2-TZVPD basis set.

Results
ΔE to the lowest compared entry with this formula, charge and spin: 4.514 eV
calculated total energy: -767.6678 a.u.
net charge: 0
spin multiplicity: 1
lowest unoccupied orbital energy (alpha / beta): -1.905 / -1.606 eV

XYZ file:
```
14
C4H2F3N3O2 (ωB97M-V with the def2-TZVPD basis set)
C -1.7425 0.2706 -0.7073
C -2.0782 0.8385 0.3832
C 0.5659 -0.1759 0.2820
C 1.7767 0.4538 -0.3915
N -1.1092 0.7930 1.4645
N 0.0433 0.4699 1.3408
N 0.3114 -1.6072 0.1065
O 0.9157 -2.1385 -0.7726
O -0.5459 -2.0823 0.8101
F 1.6319 1.7736 -0.2527
F 2.8931 0.1443 0.2054
F 1.7225 0.1427 -1.7266
H -1.4180 -0.1019 -1.6285
H -2.9667 1.2194 0.8867
```

***

# 11
One molecule with the formula C4H2F7NO in a non-equilibrium geometry, computed with ωB97M-V with the def2-TZVPD basis set.

Results
ΔE to the lowest compared entry with this formula, charge and spin: 1.047 eV
SMILES: NC(=O)C(F)(F)C(F)(F)C(F)(F)F
calculated total energy: -982.6717 a.u.
net charge: 0
spin multiplicity: 1
lowest unoccupied orbital energy: 0.432 eV

XYZ file:
```
15
C4H2F7NO (ωB97M-V with the def2-TZVPD basis set)
O 1.0356 -1.6931 -0.5940
F -1.1971 3.0408 -0.3345
F 1.0195 3.3196 -0.1895
F -0.2085 2.9706 1.6481
F 2.2398 1.0467 -0.2376
F 1.5698 0.8105 1.7466
F -0.2037 0.8935 -1.2572
F -1.0476 0.5692 0.7967
C 1.2678 -1.1439 0.4572
N 1.0472 -1.9298 1.5170
C -0.0389 2.6665 0.3125
C 1.2668 0.4506 0.4872
C -0.0218 1.1341 0.0813
H 0.6685 -2.8458 1.3832
H 0.5402 -1.3518 2.1207
```

***

# 12
A 2-piece molecular cluster, C4H2F8N2 overall in a non-equilibrium geometry, computed with ωB97M-V with the def2-TZVPD basis set.

Results
ΔE to the lowest compared entry with this formula, charge and spin: 2.899 eV
calculated total energy: -1061.6968 a.u.
net charge: 0
spin multiplicity: 1
lowest unoccupied orbital energy (alpha / beta): -1.100 / -2.185 eV

XYZ file:
```
16
C4H2F8N2 (ωB97M-V with the def2-TZVPD basis set)
C 1.8764 0.7953 -0.4557
C 1.1920 -0.1361 -1.0549
C 0.4479 -1.2908 -0.5371
C -1.7534 1.4043 0.6661
N 0.5436 -1.8511 0.6212
N -1.4355 0.0221 0.4698
F 0.9398 0.0666 -2.3603
F -0.3979 -1.9867 -1.2646
F -0.5618 2.0177 1.0695
F -2.2047 1.9258 -0.4126
F 0.8010 -3.2833 0.7666
F 1.2937 -1.2563 1.5352
F -2.5602 1.5797 1.6844
F -2.5073 -0.4955 -0.1840
H 2.0943 1.7149 -1.0576
H 2.2321 0.7733 0.5138
```